The following is a quantum chemistry calculation of an isolated ion of composition C22H30FN2O2 and charge +1, from the OMol25 dataset.

Geometry as XYZ:
```
57
Properties=species:S:1:pos:R:3:forces:R:3
F 5.6110 -1.7036 1.1780 -0.1 0.1 -0.1
O 0.3951 0.4480 -1.3528 -0.5 0.2 0.3
O 0.0019 3.0591 -0.7016 0.0 -0.5 0.0
N -3.3094 -1.0327 0.1013 0.3 -0.1 0.1
N -1.1266 -2.2857 0.1519 0.4 -0.6 0.1
C 3.2171 0.7814 0.1372 0.1 -0.1 -0.1
C 1.6691 0.9010 -1.8341 0.5 0.1 -0.1
C 2.7812 0.2386 -1.0664 -0.2 0.1 -0.2
C -3.0510 0.6436 -1.6013 0.0 -0.1 0.0
C -0.1633 2.1476 0.2889 0.0 -0.1 -0.1
C -4.3435 -1.0606 2.3428 0.0 0.0 -0.2
C -3.4578 0.4244 -0.1465 0.1 0.8 -0.2
C -0.5631 2.4496 1.5848 0.1 0.2 -0.2
C 4.1734 0.1353 0.8984 0.1 -0.2 0.1
C 0.1450 -1.6507 0.5268 0.2 0.2 -0.1
C -3.4394 -0.6745 -2.2665 0.0 0.0 0.1
C -0.7413 1.4401 2.5170 0.0 -0.2 0.1
C -3.0682 -1.7064 -1.2091 0.0 -0.3 -0.6
C 3.3191 -0.9664 -1.5040 0.0 0.2 0.1
C -4.3914 -1.6048 0.9246 -0.3 -0.2 0.5
C -0.0958 -0.2059 0.8869 0.2 0.1 -0.2
C -0.1864 4.4279 -0.4131 -0.1 0.3 0.1
C 0.0725 0.8002 -0.0602 0.0 0.0 0.0
C -1.5597 -2.0731 -1.2256 -0.2 0.1 0.0
C 4.6902 -1.0630 0.4387 -0.1 0.0 0.0
C -0.5183 0.1230 2.1718 0.0 0.1 0.0
C 4.2804 -1.6236 -0.7583 0.1 -0.1 0.1
H 2.8106 1.7205 0.4822 0.0 0.1 0.0
H -1.1131 -3.2707 0.3885 0.0 0.1 0.0
H 2.9877 -1.3913 -2.4402 0.0 -0.1 -0.1
H -1.2148 4.6323 -0.1025 0.0 0.0 0.0
H 0.5072 4.7739 0.3578 0.0 0.0 0.0
H 4.7128 -2.5538 -1.0906 0.1 -0.1 0.0
H -3.5674 1.4942 -2.0381 0.0 0.1 0.0
H -3.3776 -1.2638 2.7985 0.1 0.0 0.1
H -1.0496 1.6939 3.5189 0.0 0.0 0.1
H -4.5061 0.6935 -0.0053 0.0 -0.1 0.1
H -1.4020 -2.9455 -1.8636 0.0 0.1 0.0
H 0.5363 -2.1707 1.4023 0.0 0.0 -0.1
H 1.6791 0.6053 -2.8845 0.0 0.1 0.1
H -5.1100 -1.5447 2.9409 -0.1 0.0 0.0
H -3.6787 -2.6084 -1.2732 0.0 0.1 0.1
H -0.9890 -1.2402 -1.6383 0.0 -0.1 0.0
H 0.8855 -1.7213 -0.2763 -0.1 -0.1 0.1
H -2.3770 -1.2954 0.5850 -0.5 0.2 0.0
H -1.9801 0.8152 -1.6858 0.0 0.1 0.0
H -4.5105 -0.7025 -2.4686 0.0 0.0 0.0
H -5.3534 -1.3821 0.4561 0.1 -0.1 -0.1
H -2.9096 -0.8439 -3.2001 0.0 -0.1 -0.1
H 4.5226 0.5474 1.8314 0.1 0.0 0.1
H -0.6378 -0.6586 2.9064 0.0 -0.1 0.1
H 1.7304 1.9897 -1.7610 0.0 -0.1 0.0
H -0.7379 3.4721 1.8760 0.0 0.1 0.0
H -4.5227 0.0101 2.3701 0.0 0.1 0.0
H 0.0193 4.9516 -1.3446 0.0 0.0 0.1
H -4.2601 -2.6883 0.9492 0.0 0.1 -0.1
H -2.8436 0.9901 0.5526 0.0 -0.1 0.1
```
Forces are in eV/Å.

Values from the calculation:
SMILES string = CC[N@@H+]1CCC[C@H]1CNCc1cccc(OC)c1OCc1ccc(F)cc1
charge = +1

Here are the Löwdin charges for atoms 1 to 4, given in e: number 1, F, carries 0.074; number 2, O, carries -0.076; number 3, O, carries -0.082; number 4, N, carries -0.099

=====

The following is a quantum chemistry calculation of one molecule with the formula C19H27N5O in a non-equilibrium geometry, from the OMol25 dataset.

Geometry as XYZ:
```
52
Properties=species:S:1:pos:R:3:forces:R:3
O -0.9383 -0.1779 -6.5548 -0.1 -0.1 0.2
N 1.4740 -0.8351 -1.6698 0.5 0.0 0.4
N -1.9437 -1.7175 -1.3373 -0.3 0.0 -0.4
N 1.2704 -1.6695 1.2828 0.4 0.1 -0.2
N -0.9752 -2.0391 0.8076 0.6 0.0 0.1
N 0.0158 0.5284 2.8023 0.1 0.1 -0.2
C 1.0669 -0.6112 -2.9632 -0.4 0.0 -0.4
C 0.3924 -1.2765 -0.9415 -0.8 -0.1 -0.2
C -0.9641 -0.7436 -4.2917 0.2 0.1 -0.2
C 0.5719 1.8034 2.3417 0.2 0.2 -0.2
C -1.8753 -0.7593 3.7339 0.0 0.3 -0.2
C -1.9717 -2.0546 -0.0702 -0.3 0.0 -0.1
C 1.0034 -0.3582 3.3939 -0.1 -0.4 -0.2
C 1.1332 -0.0254 -5.2654 0.0 0.0 -0.2
C -0.4979 2.7714 1.8328 0.2 -0.1 0.2
C -0.7418 -1.3258 -1.7767 0.6 -0.1 0.9
C 1.7915 -0.1742 -4.0586 0.0 0.0 0.1
C -0.3149 -0.8972 -3.0771 0.5 0.1 -0.2
C 1.0579 -1.7398 2.7049 0.1 0.2 0.4
C -0.2668 0.2541 -7.7101 0.1 0.1 -0.2
C -0.2332 -0.3057 -5.3891 -0.2 -0.1 0.2
C -1.1056 1.3199 4.9183 0.0 0.0 -0.4
C 1.5465 1.5705 1.1804 -0.1 0.1 0.3
C 0.2298 -1.6402 0.4072 -0.3 -0.1 -0.3
C -1.2331 0.6160 3.5560 -0.2 0.0 0.3
H -1.8857 -1.2844 2.7831 0.0 -0.1 0.0
H -2.9262 -2.3845 0.3202 -0.1 0.0 0.0
H 0.5328 -0.4376 -7.9974 0.0 0.0 0.0
H 1.8740 -2.3187 3.1510 -0.1 0.0 0.0
H 2.4025 0.9690 1.4756 0.1 -0.1 0.0
H 0.1193 -2.2705 2.8446 0.1 0.0 0.1
H -2.0144 -0.9585 -4.3929 -0.2 0.0 0.0
H 1.9971 0.0979 3.3431 -0.1 0.0 0.1
H 1.1298 2.3040 3.1591 -0.1 0.0 -0.1
H 1.0230 1.0805 0.3640 -0.1 -0.1 -0.1
H -0.0097 3.6235 1.3645 0.0 0.1 0.0
H -1.1264 3.1522 2.6321 -0.1 0.0 0.0
H -0.4833 0.7470 5.6026 0.1 -0.1 0.1
H 0.7987 -0.5390 4.4549 0.1 0.0 0.0
H 1.9253 2.5265 0.8258 0.1 0.1 0.0
H 2.4198 -0.7449 -1.3425 -0.1 0.0 -0.1
H 0.1501 1.2595 -7.5854 0.0 0.0 0.0
H -2.8996 -0.6320 4.0766 -0.1 0.0 0.1
H 2.1066 -1.1886 0.9895 -0.1 -0.1 0.0
H -1.3477 -1.3590 4.4714 0.1 -0.1 0.1
H -1.1201 2.2811 1.0882 -0.1 -0.1 -0.1
H 1.6987 0.3137 -6.1188 0.0 0.0 -0.1
H -1.9215 1.1940 2.9360 0.0 0.0 0.1
H -1.0199 0.2752 -8.4966 0.1 0.0 0.0
H -2.0904 1.4244 5.3663 -0.1 0.0 0.1
H 2.8462 0.0457 -3.9810 0.1 0.0 0.0
H -0.6710 2.3109 4.8100 0.0 0.1 0.0
```
Forces are in eV/Å.

Values from the calculation:
SMILES string = COc1ccc2[nH]c3c(NCCN(C(C)C)C(C)C)ncnc3c2c1

Here are the Löwdin charges for atoms 1 to 4, given in e: number 1, O, carries -0.093; number 2, N, carries 0.128; number 3, N, carries 0.128; number 4, N, carries 0.057

=====

For reference, energy relative to the best compared isomer or geometry (same formula, charge and spin) by record: 0.0 144.9 kJ/mol.